# 1
{
  "formula": "C33H35Br66FO2",
  "method": "ωB97M-V/def2-TZVPD",
  "elements": ["C", "C", "C", "C", "C", "C", "C", "F", "C", "O", "C", "C", "C", "O", "H", "H", "H", "H", "H", "H", "H", "H", "H", "H", "H", "H", "H", "C", "Br", "Br", "Br", "H", "C", "Br", "Br", "Br", "H", "C", "Br", "Br", "Br", "H", "C", "Br", "Br", "Br", "H", "C", "Br", "Br", "Br", "H", "C", "Br", "Br", "Br", "H", "C", "Br", "Br", "Br", "H", "C", "Br", "Br", "Br", "H", "C", "Br", "Br", "Br", "H", "C", "Br", "Br", "Br", "H", "C", "Br", "Br", "Br", "H", "C", "Br", "Br", "Br", "H", "C", "Br", "Br", "Br", "H", "C", "Br", "Br", "Br", "H", "C", "Br", "Br", "Br", "H", "C", "Br", "Br", "Br", "H", "C", "Br", "Br", "Br", "H", "C", "Br", "Br", "Br", "H", "C", "Br", "Br", "Br", "H", "C", "Br", "Br", "Br", "H", "C", "Br", "Br", "Br", "H", "C", "Br", "Br", "Br", "H"],
  "xyz": [[-2.409, -4.230, 0.619], [-3.368, -3.206, -0.024], [-3.781, -2.013, 0.932], [-3.269, -0.728, 0.354], [-4.077, 0.259, 0.024], [-5.571, 0.280, 0.180], [-6.350, -0.718, -0.692], [-7.036, -1.617, 0.137], [-3.468, 1.508, -0.526], [-4.112, 2.444, -0.885], [-1.985, 1.622, -0.594], [-1.173, 0.658, -0.245], [-1.786, -0.632, 0.201], [-1.059, -1.538, 0.452], [-2.947, -4.952, 1.228], [-1.900, -4.759, -0.191], [-1.645, -3.772, 1.235], [-4.240, -3.731, -0.403], [-2.824, -2.786, -0.870], [-3.374, -2.176, 1.938], [-4.865, -2.047, 1.020], [-5.835, 0.179, 1.229], [-5.913, 1.277, -0.101], [-5.740, -1.240, -1.428], [-7.145, -0.170, -1.193], [-1.568, 2.560, -0.938], [-0.108, 0.750, -0.276], [-9.881, 1.781, -1.420], [-10.442, 0.153, -2.315], [-10.405, 1.814, 0.434], [-7.994, 2.095, -1.623], [-10.394, 2.597, -1.911], [-7.342, 5.581, -4.310], [-7.341, 7.459, -3.879], [-5.921, 4.630, -3.415], [-9.067, 4.781, -3.978], [-7.153, 5.500, -5.371], [-1.446, -4.516, 4.386], [-3.232, -4.010, 3.849], [-1.443, -5.373, 6.110], [-0.568, -5.594, 3.045], [-0.873, -3.605, 4.481], [-10.665, 8.641, -6.504], [-9.908, 6.998, -7.177], [-12.410, 8.978, -7.250], [-10.691, 8.674, -4.577], [-10.019, 9.444, -6.828], [1.601, 1.579, 3.217], [1.411, -0.027, 4.271], [3.315, 1.650, 2.336], [0.141, 1.783, 1.965], [1.562, 2.417, 3.902], [-3.290, -9.338, 6.356], [-1.660, -10.311, 6.690], [-3.704, -8.123, 7.799], [-3.250, -8.443, 4.648], [-4.090, -10.062, 6.315], [6.399, 3.868, 2.705], [7.762, 2.920, 1.732], [6.978, 4.332, 4.484], [5.756, 5.408, 1.744], [5.561, 3.193, 2.808], [5.646, -1.403, 2.701], [6.719, -0.990, 1.151], [5.809, -3.254, 3.220], [6.036, -0.220, 4.171], [4.612, -1.239, 2.428], [9.784, -3.957, 0.739], [10.880, -3.533, -0.792], [9.933, -5.809, 1.244], [10.153, -2.784, 2.221], [8.756, -3.789, 0.451], [1.783, 4.990, -0.170], [2.658, 3.397, -0.818], [-0.018, 5.138, -0.839], [1.842, 5.125, 1.755], [2.339, 5.835, -0.560], [11.916, -5.669, 5.384], [12.898, -5.267, 3.775], [10.098, -5.033, 5.298], [11.989, -7.549, 5.812], [12.400, -5.139, 6.192], [-7.916, -4.907, -1.678], [-8.721, -3.212, -2.126], [-7.397, -4.997, 0.178], [-9.067, -6.379, -2.153], [-7.017, -5.002, -2.271], [3.339, 8.513, -2.882], [3.853, 7.482, -1.334], [4.860, 8.929, -3.990], [1.938, 7.648, -3.880], [2.941, 9.451, -2.521], [-7.295, 0.226, -5.281], [-7.734, -1.588, -5.760], [-5.679, 0.319, -4.229], [-7.213, 1.378, -6.826], [-8.100, 0.593, -4.655], [12.397, 0.413, 1.895], [13.461, 1.260, 0.532], [13.132, 0.682, 3.657], [10.551, 0.960, 1.800], [12.421, -0.651, 1.700], [2.744, 1.191, 7.693], [4.158, 2.376, 7.133], [3.407, -0.576, 8.081], [1.742, 1.923, 9.170], [2.061, 1.097, 6.862], [14.207, 0.626, -3.441], [14.170, 2.536, -3.158], [15.673, -0.205, -2.504], [12.519, -0.198, -3.004], [14.373, 0.466, -4.496], [4.390, 11.858, -6.475], [5.872, 12.089, -7.687], [4.070, 13.445, -5.427], [2.798, 11.279, -7.396], [4.664, 11.073, -5.784], [6.539, -6.382, -1.097], [8.043, -6.286, -2.299], [6.310, -4.738, -0.113], [4.922, -6.895, -2.011], [6.757, -7.157, -0.373], [7.016, -8.849, 3.049], [6.511, -9.582, 1.336], [8.926, -8.667, 3.216], [6.100, -7.190, 3.407], [6.699, -9.555, 3.804], [-10.877, 3.318, -7.698], [-10.567, 2.177, -6.176], [-9.259, 3.632, -8.709], [-12.297, 2.648, -8.814], [-11.199, 4.277, -7.315], [-9.850, -1.721, 2.573], [-10.525, -1.736, 0.768], [-8.080, -0.955, 2.651], [-11.066, -0.825, 3.776], [-9.777, -2.748, 2.901]],
  "lowdin_charge": [-0.19, -0.20, -0.12, -0.09, -0.08, -0.11, -0.23, -0.24, -0.33, 0.11, -0.01, -0.13, -0.34, 0.14, 0.02, 0.08, 0.00, 0.08, 0.10, 0.05, 0.10, 0.10, 0.05, 0.11, 0.00, 0.08, 0.06, -1.55, 0.55, 0.59, 0.65, -0.05, -1.60, 0.56, 0.58, 0.53, -0.03, -1.57, 0.67, 0.56, 0.63, -0.03, -1.61, 0.57, 0.58, 0.55, -0.03, -1.55, 0.62, 0.59, 0.74, -0.03, -1.63, 0.57, 0.55, 0.55, -0.03, -1.64, 0.54, 0.58, 0.56, -0.11, -1.61, 0.56, 0.55, 0.55, -0.05, -1.61, 0.57, 0.53, 0.54, -0.12, -1.62, 0.56, 0.60, 0.55, -0.18, -1.62, 0.56, 0.55, 0.56, -0.03, -1.61, 0.55, 0.59, 0.58, -0.03, -1.60, 0.66, 0.63, 0.60, -0.02, -1.62, 0.57, 0.58, 0.53, -0.07, -1.63, 0.56, 0.58, 0.51, -0.06, -1.66, 0.55, 0.57, 0.58, -0.10, -1.63, 0.56, 0.56, 0.54, -0.03, -1.66, 0.57, 0.56, 0.56, -0.12, -1.62, 0.58, 0.57, 0.58, -0.09, -1.61, 0.60, 0.55, 0.56, -0.03, -1.61, 0.53, 0.53, 0.60, -0.07, -1.59, 0.53, 0.65, 0.57, -0.03],
  "lumo_energy_ev": -1.178,
  "homo_lumo_gap_ev": 8.757
}

# 2
{
  "formula": "C33H35BrFILuN6O9",
  "method": "ωB97M-V/def2-TZVPD",
  "elements": ["Lu", "N", "N", "C", "O", "O", "H", "H", "H", "F", "C", "C", "C", "C", "O", "C", "C", "N", "C", "C", "C", "C", "C", "C", "N", "C", "C", "N", "C", "C", "C", "O", "O", "H", "H", "H", "H", "H", "H", "H", "H", "H", "H", "H", "H", "H", "H", "H", "H", "H", "H", "O", "C", "C", "C", "N", "C", "Br", "C", "H", "H", "H", "H", "I", "C", "C", "C", "C", "C", "C", "C", "O", "O", "H", "H", "H", "H", "C", "C", "C", "O", "H", "H", "H", "H", "H", "H"],
  "xyz": [[-0.316, -0.142, 0.050], [-2.094, 0.066, -1.746], [-2.401, 1.425, -1.922], [-1.348, 2.324, -1.590], [-1.441, 3.486, -1.926], [-0.420, 1.765, -0.901], [-1.778, -0.383, -2.600], [-2.884, -0.440, -1.360], [-2.926, 1.685, -2.745], [-3.083, -5.925, -2.952], [-1.780, -5.571, -3.018], [-1.373, -4.427, -2.396], [-0.045, -4.010, -2.501], [0.356, -2.747, -1.861], [-0.508, -2.098, -1.247], [1.730, -2.394, -2.011], [2.552, -3.223, -2.710], [2.186, -4.386, -3.299], [3.148, -5.147, -4.058], [3.606, -6.475, -3.520], [4.534, -5.295, -3.515], [0.863, -4.793, -3.224], [0.429, -5.976, -3.837], [-0.892, -6.375, -3.748], [-1.283, -7.578, -4.397], [-2.433, -8.336, -3.931], [-2.404, -9.709, -4.621], [-0.994, -9.976, -5.065], [-0.601, -9.044, -6.188], [-1.149, -7.653, -5.842], [2.373, -1.156, -1.402], [3.591, -1.158, -1.280], [1.573, -0.224, -1.071], [-2.073, -3.821, -1.836], [3.593, -2.945, -2.802], [3.040, -5.045, -5.133], [3.787, -7.274, -4.225], [3.196, -6.769, -2.563], [5.346, -5.267, -4.226], [4.748, -4.847, -2.556], [1.134, -6.601, -4.366], [-3.395, -7.869, -4.160], [-2.367, -8.449, -2.849], [-3.009, -9.736, -5.526], [-2.717, -10.516, -3.963], [-0.870, -10.949, -5.343], [-0.372, -9.787, -4.276], [-1.016, -9.455, -7.106], [0.486, -9.067, -6.239], [-2.110, -7.483, -6.344], [-0.461, -6.892, -6.198], [-2.360, 4.938, 3.937], [-2.114, 3.865, 3.158], [-3.119, 3.129, 2.537], [-2.751, 2.052, 1.757], [-1.484, 1.687, 1.571], [-0.557, 2.402, 2.177], [1.227, 1.840, 1.834], [-0.784, 3.495, 2.983], [-3.307, 5.124, 3.956], [-4.161, 3.395, 2.652], [-3.496, 1.452, 1.249], [0.012, 4.055, 3.449], [-4.607, -5.400, 5.976], [-3.682, -4.077, 4.671], [-4.147, -3.956, 3.367], [-3.521, -3.077, 2.498], [-2.435, -2.324, 2.924], [-1.980, -2.447, 4.232], [-2.603, -3.319, 5.109], [-1.740, -1.403, 1.976], [-0.682, -0.824, 2.323], [-2.216, -1.229, 0.812], [-4.994, -4.542, 3.039], [-3.870, -2.960, 1.481], [-1.138, -1.849, 4.551], [-2.255, -3.411, 6.129], [2.046, -3.494, 2.641], [2.086, -2.243, 1.815], [3.184, -1.253, 2.065], [1.212, -2.020, 0.997], [3.017, -3.990, 2.662], [1.269, -4.161, 2.276], [1.815, -3.207, 3.670], [4.108, -1.747, 2.361], [2.870, -0.616, 2.898], [3.344, -0.647, 1.174]],
  "lowdin_charge": [1.71, -0.05, -0.01, -0.72, 0.05, -0.24, 0.10, 0.09, 0.13, 0.07, -0.19, 0.10, -0.03, -0.28, -0.09, -0.02, 0.06, 0.01, -0.26, -0.10, -0.07, -0.11, 0.06, -0.15, -0.11, -0.13, -0.07, 0.05, -0.07, -0.12, -0.62, 0.05, -0.16, 0.15, 0.15, 0.16, 0.10, 0.11, 0.11, 0.11, 0.11, 0.13, 0.14, 0.14, 0.14, 0.19, 0.18, 0.14, 0.13, 0.14, 0.13, 0.09, -0.30, 0.02, -0.09, -0.04, -0.67, 0.90, -0.01, 0.12, 0.12, 0.12, 0.12, 0.88, -0.75, -0.15, -0.02, -0.13, -0.01, -0.14, -0.61, -0.12, -0.13, 0.09, 0.12, 0.12, 0.09, 0.00, -0.44, -0.01, -0.02, 0.09, 0.09, 0.10, 0.09, 0.08, 0.07],
  "e_above_lowest_kcal_mol": 16.7,
  "lumo_energy_ev": -3.405,
  "homo_lumo_gap_ev": 6.751,
  "charge": 1
}

# 3
{
  "formula": "C33H35F4MgN5O4S2Se",
  "method": "ωB97M-V/def2-TZVPD",
  "elements": ["Mg", "C", "N", "C", "C", "C", "N", "C", "C", "F", "C", "F", "C", "C", "F", "C", "F", "H", "H", "H", "H", "H", "H", "H", "H", "H", "H", "H", "O", "S", "C", "C", "C", "C", "S", "O", "C", "C", "C", "C", "C", "C", "C", "C", "C", "C", "C", "C", "H", "H", "H", "H", "H", "H", "H", "H", "H", "H", "H", "H", "H", "H", "H", "H", "H", "H", "Se", "N", "C", "C", "C", "C", "N", "C", "N", "H", "H", "H", "C", "O", "C", "O", "H", "H", "H"],
  "xyz": [[-0.744, 0.688, 0.538], [-3.107, -0.469, 2.542], [-1.787, 0.163, 2.622], [-0.918, -0.625, 3.514], [-1.947, 1.530, 3.191], [-0.803, 2.408, 2.721], [-0.907, 2.533, 1.265], [-1.244, 3.679, 0.653], [-1.405, 3.639, -0.751], [-1.215, 2.423, -1.357], [-1.722, 4.712, -1.542], [-1.837, 4.516, -2.870], [-1.921, 5.968, -1.003], [-1.775, 6.055, 0.368], [-1.950, 7.246, 0.967], [-1.451, 4.980, 1.172], [-1.336, 5.228, 2.499], [-3.631, -0.415, 3.505], [-3.008, -1.521, 2.273], [-3.709, 0.032, 1.784], [-1.290, -0.604, 4.544], [0.103, -0.239, 3.512], [-0.890, -1.665, 3.186], [-2.015, 1.469, 4.284], [-2.881, 1.949, 2.812], [0.146, 1.920, 2.963], [-0.798, 3.350, 3.259], [-2.174, 6.825, -1.606], [-2.206, -0.017, -0.559], [-2.834, -0.331, -1.894], [-2.816, -2.137, -1.924], [-1.417, -2.763, -1.858], [-1.271, -3.841, -0.781], [-1.031, -3.288, 0.618], [0.514, -2.368, 0.932], [0.263, -0.994, 0.318], [1.574, -3.235, -0.193], [1.989, -2.648, -1.371], [2.827, -3.372, -2.208], [3.239, -4.649, -1.856], [2.823, -5.214, -0.657], [1.987, -4.504, 0.190], [-1.645, -0.037, -3.188], [-2.156, 0.006, -4.478], [-1.287, 0.193, -5.541], [0.073, 0.352, -5.307], [0.567, 0.327, -4.010], [-0.294, 0.134, -2.940], [-3.366, -2.417, -2.824], [-3.434, -2.398, -1.061], [-0.674, -1.992, -1.657], [-1.167, -3.177, -2.834], [-0.446, -4.497, -1.057], [-2.165, -4.471, -0.738], [-1.027, -4.087, 1.362], [-1.795, -2.561, 0.910], [1.713, -1.629, -1.594], [3.181, -2.921, -3.126], [3.903, -5.201, -2.508], [3.166, -6.199, -0.369], [1.684, -4.922, 1.143], [-3.222, -0.094, -4.654], [-1.676, 0.232, -6.550], [0.748, 0.508, -6.138], [1.625, 0.451, -3.820], [0.108, 0.106, -1.932], [3.687, -2.829, 2.620], [3.665, -1.656, 4.011], [3.299, -0.474, 3.551], [3.112, 0.706, 4.284], [2.675, 1.865, 3.598], [2.398, 1.927, 2.282], [2.597, 0.742, 1.472], [3.029, -0.456, 2.087], [3.128, -1.551, 1.428], [3.286, 0.710, 5.349], [2.524, 2.781, 4.157], [2.065, 2.803, 1.757], [1.853, 2.501, -1.441], [1.557, 1.784, -0.228], [2.484, 0.813, 0.111], [3.046, 0.157, -0.727], [2.427, 3.390, -1.181], [0.911, 2.791, -1.896], [2.422, 1.871, -2.119]],
  "lowdin_charge": [0.67, -0.09, -0.28, -0.07, -0.17, -0.20, -0.04, -0.17, -0.14, 0.02, -0.23, 0.08, 0.04, -0.23, 0.09, -0.13, 0.06, 0.10, 0.07, 0.09, 0.10, 0.09, 0.06, 0.13, 0.13, 0.08, 0.12, 0.13, -0.54, 1.08, -0.29, -0.21, -0.21, -0.29, 1.04, -0.54, -0.43, -0.07, -0.05, -0.07, -0.07, -0.13, -0.38, -0.08, -0.06, -0.06, -0.04, -0.08, 0.10, 0.10, 0.07, 0.13, 0.11, 0.12, 0.10, 0.07, 0.09, 0.11, 0.11, 0.11, 0.10, 0.11, 0.11, 0.11, 0.11, 0.09, 0.95, -0.29, -0.44, -0.10, -0.15, -0.12, 0.09, -0.35, -0.25, 0.08, 0.11, 0.11, -0.02, -0.11, -0.53, 0.11, 0.11, 0.08, 0.08],
  "e_above_lowest_kcal_mol": 20.7,
  "lumo_energy_ev": -0.212,
  "homo_lumo_gap_ev": 4.611
}